Entry 1:
Entry from the OMol25 dataset: C2H9NS as an isolated structure at a distorted geometry (ωB97M-V/def2-TZVPD).

Output
LUMO energy: 0.88 eV
Kohn-Sham gap: 9.64 eV
HOMO energy: -8.758 eV

Structure (XYZ):
```
13
C2H9NS, DFT ωB97M-V/def2-TZVPD
C -0.605 -0.383 2.487
N -0.022 -0.621 1.182
C 0.852 0.469 0.788
H -1.479 -0.993 2.670
H 0.107 -0.466 3.320
H -0.935 0.667 2.454
H -0.293 -0.146 -0.530
H 0.271 -1.569 0.966
H 0.265 1.299 0.379
H 1.608 0.202 0.032
H 1.367 0.840 1.691
S -0.208 0.135 -2.208
H 0.444 1.186 -2.742
```

Atomic partial charges in e from the Mulliken method, atoms 1 to 5: C -0.856; N -0.251; C -1.169; H 0.298; H 0.291


Entry 2:
Entry from the OMol25 dataset: a 3-piece molecular cluster, C2H9NS overall at a distorted geometry (ωB97M-V/def2-TZVPD).

Output
LUMO energy: 0.98 eV
Kohn-Sham gap: 9.61 eV
Structure (SMILES): [H][H].C1CS1.N
HOMO energy: -8.625 eV

Structure (XYZ):
```
13
C2H9NS, DFT ωB97M-V/def2-TZVPD
N 1.783 0.042 1.110
H 2.072 0.593 0.317
H 3.184 5.878 3.392
H 1.847 0.600 1.960
H 2.519 -0.593 1.425
C -1.643 -1.452 -1.146
C -2.773 -2.027 -1.947
S -1.148 -2.769 -2.227
H 3.715 5.821 2.897
H -1.722 -1.435 -0.064
H -1.257 -0.497 -1.473
H -3.386 -2.843 -1.595
H -3.191 -1.316 -2.649
```

Atomic partial charges in e from the Mulliken method, atoms 1 to 5: N -0.655; H 0.223; H 0.000; H 0.225; H 0.219


Entry 3:
Entry from the OMol25 dataset: C2H9NS as an isolated structure at a distorted geometry (ωB97M-V/def2-TZVPD).

Output
LUMO energy: -2.31 eV
Kohn-Sham gap: 6.14 eV
HOMO energy: -8.453 eV

Structure (XYZ):
```
13
C2H9NS, DFT ωB97M-V/def2-TZVPD
N -2.573 -1.531 -1.075
H -1.823 -1.192 -1.626
H -3.341 5.676 -2.260
H -2.131 -1.882 -0.197
H -3.174 -0.817 -0.872
C 0.875 -1.307 1.296
C 0.202 -0.077 0.884
S 1.499 0.877 -0.167
H -3.305 6.240 -2.855
H 0.746 -1.617 2.345
H 1.357 -1.902 0.596
H -0.051 0.623 1.719
H -0.713 -0.140 0.263
```

Atomic partial charges in e from the Mulliken method, atoms 1 to 5: N -0.708; H 0.270; H -0.006; H 0.232; H 0.221


Entry 4:
Entry from the OMol25 dataset: a 2-piece molecular cluster, C2H9NS overall at a distorted geometry (ωB97M-V/def2-TZVPD).

Output
LUMO energy: 0.98 eV
Kohn-Sham gap: 9.93 eV
Structure (SMILES): CN.CS
HOMO energy: -8.956 eV

Structure (XYZ):
```
13
C2H9NS, DFT ωB97M-V/def2-TZVPD
C 1.425 0.094 -2.026
S 0.156 1.408 -1.893
H 1.711 -0.177 -1.020
H 2.303 0.496 -2.520
H 1.025 -0.743 -2.595
C -0.590 0.009 1.952
N -1.134 -0.804 0.865
H -0.149 0.918 1.529
H 0.319 -0.451 2.330
H -1.243 0.260 2.777
H -1.709 -1.546 1.241
H -1.682 -0.218 0.254
H -0.431 0.756 -0.893
```

Atomic partial charges in e from the Mulliken method, atoms 1 to 5: C -0.687; S -0.130; H 0.249; H 0.298; H 0.258


Entry 5:
Entry from the OMol25 dataset: a 3-piece molecular cluster, C2H9O2S overall at a distorted geometry (ωB97M-V/def2-TZVPD).

Output
LUMO energy: 4.06 eV
Kohn-Sham gap: 7.17 eV
Total charge: -1
HOMO energy: -3.111 eV

Structure (XYZ):
```
14
C2H9O2S, DFT ωB97M-V/def2-TZVPD
C 1.050 -0.741 -0.706
C 0.087 0.335 -1.169
S -1.315 0.584 0.040
H 0.591 -1.699 -0.516
H 1.484 -0.461 0.246
H 1.834 -0.828 -1.482
H -0.439 0.084 -2.084
H 0.561 1.308 -1.280
H 0.882 3.185 1.287
H 0.542 1.719 1.284
O 1.131 2.363 1.723
H -1.732 -1.420 0.451
H -2.679 -2.100 1.426
O -1.999 -2.328 0.781
```

Atomic partial charges in e from the Mulliken method, atoms 1 to 5: C -0.842; C -0.610; S -0.697; H 0.289; H 0.217


Entry 6:
Entry from the OMol25 dataset: a 3-piece molecular cluster, C2H9O2S overall at a distorted geometry (ωB97M-V/def2-TZVPD).

Output
LUMO energy: 4.16 eV
Kohn-Sham gap: 7.20 eV
Total charge: -1
HOMO energy: -3.042 eV

Structure (XYZ):
```
14
C2H9O2S, DFT ωB97M-V/def2-TZVPD
C 0.337 1.823 1.072
C 0.417 1.436 -0.417
S 0.270 -0.387 -0.534
H 1.069 1.182 1.577
H -0.652 1.624 1.482
H 0.615 2.873 1.254
H 1.291 1.882 -0.902
H -0.518 1.803 -0.852
H 0.678 -2.398 1.701
H 1.345 -2.520 0.490
O 0.876 -3.125 1.096
H -1.527 -1.615 -1.335
H -2.018 -0.898 -2.571
O -2.185 -1.678 -2.061
```

Atomic partial charges in e from the Mulliken method, atoms 1 to 5: C -1.026; C -0.389; S -0.716; H 0.243; H 0.259


Entry 7:
Entry from the OMol25 dataset: C2H9OP3 as an isolated structure at a distorted geometry (ωB97M-V/def2-TZVPD).

Output
LUMO energy: 0.16 eV
Kohn-Sham gap: 8.40 eV
HOMO energy: -8.238 eV

Structure (XYZ):
```
15
C2H9OP3, DFT ωB97M-V/def2-TZVPD
C 2.009 -0.568 0.066
C 0.910 -0.096 -1.016
O -2.583 0.763 -1.075
P -0.443 1.912 1.100
P -1.419 -1.651 0.842
P -0.680 0.158 -0.091
H 2.624 0.193 0.580
H 1.442 -1.097 0.782
H 2.696 -1.303 -0.319
H 0.977 -0.978 -1.652
H 1.100 0.816 -1.627
H -1.955 1.959 1.123
H -0.070 2.723 -0.105
H -2.338 -0.960 1.684
H -2.269 -1.872 -0.291
```

Atomic partial charges in e from the Mulliken method, atoms 1 to 5: C -1.029; C -0.433; O -0.677; P -0.205; P -0.160


Entry 8:
Entry from the OMol25 dataset: a 3-piece molecular cluster, C2H9OS overall at a distorted geometry (ωB97M-V/def2-TZVPD).

Output
LUMO energy: -6.35 eV
Kohn-Sham gap: 9.17 eV
Total charge: +1
HOMO energy: -15.527 eV

Structure (XYZ):
```
13
C2H9OS, DFT ωB97M-V/def2-TZVPD
O -1.931 0.690 -0.980
H -1.923 1.645 -0.947
H -3.304 -1.127 0.768
H -2.534 0.435 -1.689
C 2.029 0.210 1.155
C 1.323 -0.289 -0.032
S 1.682 0.041 -1.574
H 1.229 0.543 1.819
H 2.701 -0.493 1.660
H 2.650 1.051 0.809
H -2.753 -1.572 0.977
H 0.337 -0.770 0.112
H 0.493 -0.364 -2.078
```

Atomic partial charges in e from the Mulliken method, atoms 1 to 5: O -0.603; H 0.316; H 0.015; H 0.328; C -0.861


Entry 9:
Entry from the OMol25 dataset: a 2-piece molecular cluster, C2H9OS overall (ωB97M-V/def2-TZVPD).

Output
LUMO energy (alpha / beta): -8.57 / -16.53 eV
Multiplicity: 2
Kohn-Sham gap (alpha / beta): 12.63 / 3.92 eV
Total charge: +2
HOMO energy (alpha / beta): -21.201 / -20.453 eV

Structure (XYZ):
```
13
C2H9OS, DFT ωB97M-V/def2-TZVPD
O 0.843 0.785 -2.807
H 0.983 1.641 -3.318
H 1.643 0.230 -3.032
H -0.342 0.245 -0.850
C -1.435 0.554 1.265
S -0.743 -0.653 0.086
C 0.746 -1.212 0.927
H -2.478 0.295 1.421
H -0.849 0.547 2.182
H -1.430 1.526 0.779
H 1.388 -1.846 0.313
H 0.362 -1.778 1.779
H 1.309 -0.334 1.254
```

Atomic partial charges in e from the Mulliken method, atoms 1 to 5: O -0.163; H 0.473; H 0.469; H 0.222; C -0.756


Entry 10:
Entry from the OMol25 dataset: a 2-piece molecular cluster, C2H9P3 overall at a distorted geometry (ωB97M-V/def2-TZVPD).

Output
LUMO energy (alpha / beta): -0.86 / -0.29 eV
Kohn-Sham gap (alpha / beta): 6.73 / 7.77 eV
HOMO energy (alpha / beta): -7.591 / -8.056 eV

Structure (XYZ):
```
14
C2H9P3, DFT ωB97M-V/def2-TZVPD
C 0.950 1.045 0.973
C 0.412 -0.006 0.027
P 0.420 0.670 -1.658
P -0.192 -1.720 0.337
P -2.455 0.570 0.104
H 1.148 1.907 0.477
H 0.245 1.345 1.897
H 1.888 0.714 1.321
H 1.695 0.404 -1.764
H 0.041 -0.372 -2.490
H 1.061 -2.412 -0.110
H 0.071 -1.604 1.714
H -2.596 0.192 -1.226
H -2.688 -0.734 0.398
```

Atomic partial charges in e from the Mulliken method, atoms 1 to 5: C -1.265; C 0.058; P -0.044; P -0.091; P -0.043


Entry 11:
Entry from the OMol25 dataset: C2HAgLiO3 as an isolated structure at a distorted geometry (ωB97M-V/def2-TZVPD).

Output
LUMO energy (alpha / beta): -1.71 / -1.57 eV
Multiplicity: 2
Kohn-Sham gap (alpha / beta): 6.03 / 4.72 eV
HOMO energy (alpha / beta): -7.738 / -6.293 eV

Structure (XYZ):
```
8
C2HAgLiO3, DFT ωB97M-V/def2-TZVPD
O 1.877 0.520 -0.030
C 1.285 -0.550 0.008
C 0.327 -1.367 -0.158
O -1.352 0.689 -1.144
O -2.040 1.244 -0.134
Li -0.916 -0.582 1.458
Ag 0.714 2.413 0.501
H 0.106 -2.368 -0.501
```

Atomic partial charges in e from the Mulliken method, atoms 1 to 5: O -0.724; C 1.017; C -1.294; O -0.176; O -0.504


Entry 12:
Entry from the OMol25 dataset: C2HBeFO as an isolated structure at a distorted geometry (ωB97M-V/def2-TZVPD).

Output
LUMO energy: -1.21 eV
Kohn-Sham gap: 7.39 eV
HOMO energy: -8.604 eV

Structure (XYZ):
```
6
C2HBeFO, DFT ωB97M-V/def2-TZVPD
H 0.598 -1.425 0.026
O 1.474 0.048 -0.107
C 0.253 -0.354 0.382
C -0.779 0.433 -0.004
F -2.060 -0.098 0.023
Be 0.514 1.395 -0.321
```

Atomic partial charges in e from the Mulliken method, atoms 1 to 5: H 0.277; O -0.264; C -0.231; C 0.415; F -0.193


What is the formula in the first record?
C2H9NS


Which formula does entry 7 have?
C2H9OP3